Formula: C29H33IrN4S
Source: the OMol25 dataset
Level of theory: ωB97M-V with the def2-TZVPD basis set

Positions of all 68 atoms, in Å:
Ir  0.905  -0.063  0.745
C  1.333  1.019  -3.386
C  1.265  2.286  -2.595
C  1.764  3.461  -3.144
C  1.648  4.669  -2.481
C  1.021  4.720  -1.252
C  0.499  3.573  -0.664
C  -0.149  3.708  0.690
C  0.637  2.357  -1.347
N  0.054  1.183  -0.697
C  -1.222  1.057  -0.764
C  -2.111  1.752  -1.733
C  -1.827  0.250  0.341
C  -3.303  0.084  0.446
N  -0.996  -0.124  1.241
C  -1.435  -0.706  2.504
C  -1.914  -2.011  2.544
C  -2.028  -2.886  1.325
C  -2.319  -2.500  3.783
C  -2.249  -1.720  4.922
C  -1.756  -0.427  4.848
C  -1.335  0.103  3.639
C  -0.808  1.508  3.564
H  1.899  1.167  -4.303
H  0.340  0.654  -3.658
H  1.814  0.237  -2.815
H  2.239  3.418  -4.116
H  2.041  5.573  -2.927
H  0.933  5.662  -0.726
H  0.463  4.342  1.331
H  -0.273  2.757  1.199
H  -1.129  4.185  0.613
H  -1.533  2.221  -2.525
H  -2.717  2.517  -1.243
H  -2.798  1.021  -2.164
H  -3.822  1.003  0.179
H  -3.592  -0.223  1.447
H  -3.617  -0.688  -0.262
H  -1.333  -2.591  0.543
H  -3.045  -2.855  0.922
H  -1.823  -3.922  1.592
H  -2.688  -3.516  3.845
H  -2.562  -2.125  5.875
H  -1.685  0.179  5.742
H  -0.705  1.928  4.562
H  -1.480  2.158  2.998
H  0.179  1.550  3.092
S  1.589  -2.150  4.885
C  1.522  -1.453  3.467
N  1.519  -0.912  2.412
C  3.190  -0.675  -0.117
C  2.758  -1.624  -1.192
C  3.650  -2.114  -2.115
C  3.226  -3.011  -3.095
C  1.898  -3.418  -3.146
C  0.960  -2.939  -2.252
C  -0.480  -3.349  -2.357
C  1.380  -1.994  -1.260
N  0.405  -1.480  -0.484
H  4.217  -0.337  -0.237
H  3.131  -1.129  0.870
H  2.603  0.317  -0.149
H  4.691  -1.815  -2.070
H  3.938  -3.397  -3.812
H  1.584  -4.121  -3.908
H  -0.573  -4.261  -2.945
H  -1.071  -2.573  -2.851
H  -0.916  -3.510  -1.375

Cartesian forces, eV/Å:
Ir -0.03 0.50 -0.39
C -0.07 -0.11 -0.01
C -0.23 0.03 0.02
C 0.02 -0.02 0.00
C 0.02 0.07 -0.04
C 0.02 0.02 -0.02
C 0.19 -0.12 0.09
C -0.03 -0.03 -0.04
C 0.09 0.02 0.14
N 0.34 0.29 -0.05
C -0.31 -0.43 0.26
C 0.00 0.07 -0.06
C -0.22 0.30 -0.44
C 0.04 -0.01 -0.07
N -0.11 -0.24 0.89
C -0.07 0.08 -0.18
C 0.00 -0.04 -0.02
C -0.01 0.02 0.03
C -0.01 -0.01 0.03
C -0.01 -0.02 0.00
C -0.02 -0.01 0.01
C 0.02 0.05 -0.02
C 0.04 -0.01 0.00
H -0.01 0.00 0.00
H -0.03 0.01 0.01
H 0.15 -0.36 0.12
H 0.00 0.01 0.00
H 0.01 -0.01 0.01
H 0.00 0.00 0.00
H -0.01 0.01 0.00
H -0.01 -0.04 -0.01
H -0.02 -0.04 -0.01
H -0.03 0.00 0.00
H 0.03 0.01 0.02
H -0.01 0.02 -0.01
H 0.02 0.00 0.01
H -0.02 -0.01 -0.01
H -0.02 0.01 0.01
H -0.01 0.02 0.00
H 0.01 0.00 -0.01
H 0.00 0.00 0.01
H 0.00 0.00 0.00
H 0.00 0.00 0.00
H 0.01 0.00 -0.01
H -0.01 -0.01 0.01
H -0.01 0.01 -0.02
H -0.04 -0.02 0.04
S -0.02 -0.02 0.02
C 0.10 0.01 -0.09
N 0.08 -0.03 -0.06
C -0.35 -0.11 0.18
C -0.17 0.29 0.03
C 0.06 -0.10 0.04
C 0.04 -0.01 0.01
C -0.06 -0.01 0.04
C 0.04 -0.01 -0.12
C 0.06 0.01 -0.02
C -0.34 0.05 0.06
N 0.59 -0.09 -0.45
H -0.06 0.26 -0.05
H 0.20 -0.13 0.05
H 0.20 -0.13 -0.01
H -0.03 0.01 -0.01
H -0.01 0.00 0.00
H 0.01 0.00 0.00
H 0.00 0.01 0.01
H 0.02 0.03 0.03
H -0.03 -0.06 0.01

Results
* expectation value of S²: 0.7982
* Kohn-Sham gap (spin up / spin down): 6.14 / 6.28 eV
* energy relative to the best compared isomer or geometry (same formula, charge and spin): 0.392 eV
* net charge: +1
* HOMO energy (spin up / spin down): -10.5055 / -10.8050 eV
* 2S+1: 2

Formula: C29H33N3OTi
Source: the OMol25 dataset
Level of theory: ωB97M-V with the def2-TZVPD basis set

Positions of all 67 atoms, in Å:
Ti  0.476  0.292  1.152
N  0.982  2.155  1.957
N  -0.271  2.374  -0.762
C  -0.915  -1.495  1.203
C  -1.765  -0.337  1.360
C  -1.410  0.315  2.587
C  -2.126  1.474  3.183
H  -2.743  1.983  2.435
H  -1.435  2.212  3.607
H  -2.795  1.149  3.994
C  -0.373  -0.449  3.216
C  0.175  -0.211  4.576
H  -0.460  -0.681  5.343
H  0.215  0.860  4.814
H  1.183  -0.628  4.695
C  -0.056  -1.563  2.357
C  0.936  -2.633  2.642
H  1.783  -2.274  3.238
H  1.328  -3.084  1.722
H  0.461  -3.446  3.219
C  -2.899  0.079  0.493
H  -3.824  0.172  1.084
H  -3.086  -0.643  -0.308
H  -2.721  1.060  0.031
C  -0.906  -2.456  0.067
H  0.086  -2.536  -0.395
H  -1.599  -2.145  -0.719
H  -1.190  -3.466  0.392
C  1.970  2.330  2.880
H  2.394  1.432  3.332
C  2.445  3.598  3.188
H  3.254  3.689  3.913
C  1.897  4.727  2.564
H  2.300  5.722  2.754
C  0.830  4.554  1.703
H  0.374  5.378  1.157
C  0.372  3.254  1.398
C  -0.570  3.135  0.345
H  -1.203  3.988  0.126
C  0.150  1.038  -0.755
C  -0.367  2.847  -2.066
H  -0.607  3.875  -2.271
C  -0.107  1.824  -2.880
H  -0.124  1.798  -3.955
N  0.146  0.701  -2.098
C  0.175  -0.601  -2.694
C  -0.979  -1.054  -3.370
C  -0.960  -2.305  -3.990
H  -1.863  -2.664  -4.493
C  0.185  -3.102  -3.983
C  0.200  -4.438  -4.669
H  0.327  -5.255  -3.945
H  1.023  -4.513  -5.392
H  -0.739  -4.602  -5.208
C  1.328  -2.624  -3.340
H  2.236  -3.231  -3.341
C  1.353  -1.369  -2.725
C  2.634  -0.842  -2.164
H  2.949  0.087  -2.658
H  3.417  -1.591  -2.331
H  2.586  -0.650  -1.085
C  -2.240  -0.248  -3.425
H  -2.173  0.586  -4.137
H  -2.536  0.156  -2.448
H  -3.052  -0.903  -3.766
O  3.533  -0.527  1.404
C  2.395  -0.274  1.244

Cartesian forces, eV/Å:
Ti 0.76 -0.32 0.70
N 0.70 0.57 0.64
N 0.43 -2.46 -1.80
C -0.30 0.44 1.57
C 0.76 -0.49 0.52
C 0.35 -1.07 -0.44
C -0.18 0.31 0.14
H 0.19 -0.02 0.10
H -0.07 -0.04 -0.10
H 0.06 0.02 -0.01
C -0.29 -0.75 -1.01
C 0.12 0.10 0.35
H 0.06 0.04 -0.02
H 0.07 -0.12 -0.04
H -0.12 0.11 -0.07
C -1.03 0.55 -0.01
C 0.06 -0.61 0.27
H -0.12 0.02 -0.22
H -0.03 0.18 0.16
H 0.10 0.05 -0.09
C -0.37 0.28 -0.32
H 0.10 -0.09 -0.13
H 0.04 0.10 0.13
H -0.02 -0.13 0.03
C 0.07 -0.33 -0.30
H -0.16 -0.01 0.02
H 0.10 -0.10 0.03
H -0.02 0.13 -0.07
C -0.41 1.23 -0.68
H -0.17 0.22 -0.29
C 0.46 -1.01 0.72
H -0.16 0.02 -0.19
C -1.09 0.29 -0.50
H -0.03 -0.19 -0.06
C 0.70 0.71 1.20
H 0.20 -0.06 0.20
C -0.18 -0.08 -0.95
C 0.19 0.79 1.91
H 0.33 0.17 -0.08
C -0.88 0.98 -1.16
C -0.01 0.25 0.85
H 0.02 0.03 -0.02
C -0.14 -0.58 -0.55
H 0.03 -0.18 -0.02
N 0.26 0.69 -0.38
C 0.07 -0.52 -0.57
C 0.46 -0.16 0.54
C 0.28 0.21 -0.18
H 0.33 0.08 0.15
C -0.08 -0.21 0.42
C -0.13 -0.03 -0.18
H 0.03 0.11 -0.14
H -0.12 -0.01 0.18
H 0.15 -0.09 0.04
C -0.16 0.40 -0.20
H -0.26 0.16 -0.03
C -0.40 0.06 0.07
C 0.59 -0.19 0.15
H -0.18 -0.09 0.10
H -0.04 0.16 0.02
H -0.19 0.09 -0.22
C -0.62 -0.01 -0.07
H -0.01 -0.12 0.21
H 0.23 0.03 -0.18
H 0.11 0.18 0.05
O 0.35 -0.25 0.18
C -0.79 0.56 -0.33

Results
* expectation value of S²: 2.0161
* Kohn-Sham gap (spin up / spin down): 1.52 / 3.72 eV
* energy relative to the best compared isomer or geometry (same formula, charge and spin): 0.000 eV
* net charge: -2
* HOMO energy (spin up / spin down): 2.8630 / 0.6415 eV
* 2S+1: 3

Formula: C29H33N4O2
Source: the OMol25 dataset
Level of theory: ωB97M-V with the def2-TZVPD basis set

Positions of all 68 atoms, in Å:
C  -4.830  -2.324  0.010
N  -3.868  -1.442  0.677
C  -2.656  -0.985  0.304
N  -2.185  -0.077  1.177
C  -0.839  0.853  0.873
C  0.364  -0.081  1.329
C  1.673  0.237  0.923
C  2.837  -0.210  1.581
C  2.732  -1.231  2.551
N  3.864  -1.832  3.180
C  3.840  -3.294  3.279
C  4.885  -3.838  4.236
O  6.149  -3.204  4.058
C  6.076  -1.784  4.215
C  5.176  -1.169  3.143
C  1.411  -1.682  2.884
C  0.270  -1.134  2.256
C  -0.722  1.130  -0.683
C  -1.301  2.274  -1.245
C  -1.076  2.687  -2.563
C  -0.332  1.871  -3.468
N  -0.038  2.263  -4.831
C  -0.465  1.317  -5.896
C  -0.106  1.823  -7.290
O  -0.468  3.198  -7.451
C  0.274  4.011  -6.539
C  -0.180  3.695  -5.121
C  0.219  0.682  -2.931
C  -0.042  0.268  -1.589
C  -3.164  0.030  2.193
C  -3.250  0.793  3.348
C  -4.421  0.697  4.139
C  -5.492  -0.143  3.761
C  -5.404  -0.900  2.589
C  -4.214  -0.807  1.874
H  -5.687  -2.400  0.689
H  -5.174  -1.903  -0.952
H  -4.413  -3.345  -0.147
H  -2.122  -1.280  -0.572
H  -1.003  1.806  1.466
H  1.816  0.911  0.096
H  3.814  0.233  1.309
H  2.848  -3.603  3.641
H  4.026  -3.749  2.286
H  4.523  -3.733  5.277
H  5.070  -4.891  3.987
H  5.691  -1.495  5.213
H  7.105  -1.438  4.071
H  5.661  -1.289  2.158
H  5.057  -0.098  3.356
H  1.310  -2.431  3.674
H  -0.700  -1.564  2.550
H  -2.012  2.875  -0.640
H  -1.482  3.650  -2.916
H  -1.567  1.194  -5.862
H  0.020  0.339  -5.726
H  0.974  1.662  -7.486
H  -0.735  1.298  -8.021
H  -0.004  5.041  -6.787
H  1.364  3.843  -6.619
H  -1.232  4.009  -5.023
H  0.439  4.268  -4.418
H  0.919  0.105  -3.550
H  0.289  -0.712  -1.294
H  -2.396  1.445  3.605
H  -4.520  1.292  5.067
H  -6.381  -0.207  4.366
H  -6.215  -1.529  2.227

Cartesian forces, eV/Å:
C 0.22 -0.69 -0.51
N 0.38 0.28 -0.01
C -0.57 0.62 1.03
N 0.03 0.53 -0.71
C -0.15 -2.61 -1.10
C 0.14 0.54 0.20
C 0.38 0.57 0.88
C -0.48 -0.34 -0.23
C 0.04 -0.42 0.48
N -1.08 0.88 0.06
C 0.00 0.00 -0.40
C 0.32 0.21 0.08
O -0.42 0.39 0.24
C -0.15 -0.32 -0.27
C -0.28 -0.47 -0.26
C 0.39 0.59 -0.90
C 0.22 -0.20 0.89
C -0.48 -0.52 0.18
C -0.27 0.70 0.26
C 0.08 -0.40 -0.68
C 0.49 0.53 -0.02
N 0.13 -0.43 1.25
C -0.30 0.24 0.51
C -0.20 0.36 0.05
O 0.85 -0.33 0.25
C -0.58 -0.38 0.08
C -0.28 -0.19 -0.03
C -0.53 -0.21 0.73
C -0.19 1.39 -0.91
C 0.41 0.48 0.16
C -0.02 0.68 0.93
C 0.68 0.17 -0.24
C 0.68 -0.14 -0.79
C 0.11 0.33 0.64
C -0.31 -0.39 -0.78
H 0.34 -0.15 -0.49
H 0.29 -0.14 0.50
H -0.22 0.83 0.10
H 0.08 -0.11 -0.41
H 0.22 -1.35 -0.65
H 0.01 0.44 0.04
H -0.70 -0.55 0.02
H 0.48 -0.07 -0.28
H -0.20 0.19 0.19
H 0.32 -0.03 -0.24
H -0.21 0.22 0.34
H 0.25 -0.28 -0.27
H -0.25 0.10 0.22
H -0.09 0.06 0.16
H -0.08 -0.24 -0.11
H -0.22 0.25 -0.48
H 0.44 0.48 -0.01
H 0.82 -0.21 -0.26
H 0.09 -0.72 0.32
H 0.35 -0.07 0.08
H -0.31 0.40 -0.06
H -0.44 0.19 -0.08
H 0.48 -0.09 0.14
H 0.34 -0.13 0.09
H -0.34 0.08 -0.24
H 0.13 0.09 -0.04
H -0.21 -0.17 -0.01
H -0.60 0.03 0.27
H 0.47 -0.04 0.28
H -0.73 -0.32 0.11
H 0.22 -0.44 -0.76
H -0.07 0.09 0.08
H 0.14 0.22 0.41

Results
* SMILES: Cn1c[n+](C(c2ccc(N3CCOCC3)cc2)c2ccc(N3CCOCC3)cc2)c2ccccc21
* Kohn-Sham gap: 7.24 eV
* energy relative to the best compared isomer or geometry (same formula, charge and spin): 0.827 eV
* net charge: +1
* HOMO energy: -10.1248 eV

Calculated calculated total energy (a.u.), listed in the same order as above: -1846.17065, -2213.73028, -1494.09030
Calculated largest force on an atom (eV/Å), listed in the same order as above: 0.93, 3.08, 2.84